A molecular structure, C38H31N5O4PtSSi, computed with ωB97M-V/def2-TZVPD.

Properties
* molecular weight: 876.93 u
* HOMO: -7.27 eV
* HOMO-LUMO gap: 5.614 eV
* ΔE to the lowest compared entry with this formula, charge and spin: 0.00 kcal per mole

Cartesian coordinates (Å):
Pt: -0.99 -1.66 0.07
C: 5.00 9.07 6.18
O: 3.72 9.05 5.57
C: 3.31 7.89 5.01
C: 2.05 7.92 4.41
C: 1.54 6.79 3.82
C: 2.27 5.60 3.79
C: 3.52 5.58 4.39
C: 4.05 6.71 4.99
C: 1.76 4.38 3.17
N: 2.39 3.23 3.13
C: 1.56 2.38 2.46
C: 0.40 3.02 2.08
N: 0.54 4.31 2.54
C: -0.65 2.39 1.35
C: -1.82 3.02 0.90
C: -2.73 2.30 0.19
C: -2.50 0.95 -0.06
N: -1.41 0.32 0.36
C: -0.47 1.03 1.04
C: 0.75 0.34 1.43
N: 0.88 -0.95 1.05
C: 1.99 -1.60 1.33
C: 3.05 -1.01 2.03
C: 2.94 0.30 2.43
C: 1.77 1.00 2.12
H: 5.14 10.07 6.55
H: 5.79 8.84 5.45
H: 5.06 8.36 7.01
H: 1.49 8.85 4.43
H: 0.55 6.85 3.37
H: 4.09 4.66 4.37
H: 5.03 6.66 5.44
H: -0.11 5.06 2.44
H: -1.99 4.07 1.12
H: -3.64 2.75 -0.19
H: -3.21 0.37 -0.63
H: 2.07 -2.62 0.98
H: 3.94 -1.59 2.23
H: 3.73 0.80 2.97
C: -3.17 -0.30 -5.27
C: -4.27 -0.21 -4.44
C: -4.21 -0.75 -3.16
C: -3.05 -1.37 -2.69
C: -1.95 -1.43 -3.55
C: -2.00 -0.91 -4.83
Si: -2.98 -2.18 -1.00
C: -3.27 -4.03 -1.19
C: -3.49 -4.83 -0.07
C: -3.62 -6.21 -0.18
C: -3.54 -6.81 -1.44
C: -3.33 -6.03 -2.56
C: -3.19 -4.65 -2.44
H: -3.22 0.11 -6.28
H: -5.18 0.26 -4.78
H: -5.09 -0.70 -2.52
H: -1.03 -1.91 -3.22
H: -1.15 -1.00 -5.49
H: -4.13 -1.65 -0.21
H: -3.56 -4.38 0.92
H: -3.80 -6.82 0.70
H: -3.65 -7.88 -1.53
H: -3.25 -6.49 -3.54
H: -3.00 -4.06 -3.33
N: -0.39 -3.62 -0.20
C: 0.34 -3.88 -1.45
C: 0.13 -5.07 -2.11
C: 0.76 -5.30 -3.33
C: 1.59 -4.33 -3.88
C: 1.81 -3.14 -3.19
C: 1.18 -2.91 -1.98
S: 2.39 -4.59 -5.47
O: 3.74 -4.97 -5.09
O: 1.60 -5.64 -6.08
O: 2.28 -3.29 -6.11
H: -1.20 -4.24 -0.19
H: 0.18 -3.90 0.59
H: -0.54 -5.81 -1.70
H: 0.59 -6.21 -3.89
H: 2.45 -2.39 -3.64
H: 1.32 -1.96 -1.47

Mulliken atomic charge list, values in e, 8 entries: atom 1 (Pt): 0.55, atom 2 (C): -0.84, atom 3 (O): -0.46, atom 4 (C): 0.97, atom 5 (C): -0.87, atom 6 (C): -0.40, atom 7 (C): 0.39, atom 8 (C): -0.84